1.
# C28H56F5IInO11

A structure of composition C28H56F5IInO11 at a distorted geometry (wB97M-V/def2-TZVPD, the OMol25 dataset).

Properties
HOMO level: -6.0 eV
Frontier orbital gap: 7.713 eV
Total energy: -2914.7597 Eh
Total charge: -1

Last column: Mulliken charge in e.
Positions of all 102 atoms, in Å:
1 C 3.19 4.54 -0.92  -0.790
2 C 4.05 3.93 -2.18  0.794
3 O 4.88 2.79 -1.73  -0.751
4 In 3.91 0.95 -1.98  0.950
5 C 5.50 -0.48 -2.85  -0.617
6 C 6.94 0.03 -2.16  0.392
7 O 7.63 1.03 -2.73  -0.552
8 O 7.41 -0.62 -0.92  -0.492
9 C 3.42 0.17 0.09  -0.632
10 C 1.93 -0.50 0.25  0.396
11 O 1.03 0.21 0.98  -0.568
12 I 1.30 -2.44 -0.57  -0.095
13 C 2.19 0.95 -3.44  0.401
14 F 2.59 1.41 -4.82  -0.317
15 F 1.78 -0.49 -3.64  -0.280
16 C 0.83 1.72 -2.91  0.050
17 C 0.59 3.35 -3.18  -0.538
18 C -0.76 4.17 -2.65  -0.498
19 C -1.95 3.38 -1.83  -0.462
20 C -1.75 1.76 -1.61  -0.189
21 C -2.95 0.94 -0.81  1.032
22 F -3.32 -0.21 -1.67  -0.262
23 F -2.48 0.42 0.50  -0.218
24 F -4.07 1.91 -0.61  -0.258
25 C -0.40 0.92 -2.12  -0.161
26 H 3.59 5.62 -0.69  0.251
27 H 2.04 4.63 -1.13  0.165
28 H 3.34 3.89 0.04  0.236
29 H 4.81 4.77 -2.54  -0.456
30 H 3.43 3.61 -3.11  -0.008
31 H 5.31 -1.60 -2.56  0.264
32 H 5.57 -0.29 -4.01  0.263
33 H 7.23 -0.03 -0.11  0.325
34 H 4.22 -0.68 0.35  0.269
35 H 3.49 1.08 0.84  0.193
36 H 1.38 3.99 -3.76  0.378
37 H -0.87 5.33 -2.82  0.274
38 H -2.87 4.01 -1.47  0.269
39 H -0.38 -0.24 -1.89  0.214
40 C 0.29 -7.27 0.79  -0.984
41 C 1.08 -6.13 0.18  0.065
42 O 0.38 -5.59 -0.93  -0.533
43 H 0.12 -8.06 0.05  0.312
44 H 0.82 -7.69 1.65  0.314
45 H -0.70 -6.92 1.12  0.196
46 H 2.05 -6.48 -0.17  0.336
47 H 1.24 -5.33 0.91  0.026
48 H -0.49 -5.27 -0.61  0.334
49 C -5.58 -0.41 2.50  -1.096
50 C -4.94 -1.78 2.42  0.246
51 O -4.92 -2.24 1.08  -0.566
52 H -6.61 -0.45 2.11  0.241
53 H -5.60 -0.05 3.53  0.338
54 H -5.04 0.31 1.88  0.316
55 H -5.49 -2.50 3.02  0.040
56 H -3.91 -1.75 2.79  0.142
57 H -4.42 -1.59 0.55  0.301
58 C -8.50 -3.69 3.77  -0.677
59 C -9.32 -3.07 4.88  -0.352
60 O -8.91 -1.73 5.10  -0.514
61 H -7.43 -3.67 4.03  -0.058
62 H -8.80 -4.72 3.59  0.348
63 H -8.61 -3.12 2.84  0.397
64 H -9.19 -3.62 5.81  0.275
65 H -10.39 -3.07 4.63  0.298
66 H -9.04 -1.24 4.27  0.299
67 C -5.92 -4.79 6.82  -0.503
68 C -6.17 -6.26 7.13  -0.299
69 O -6.81 -6.88 6.02  -0.511
70 H -6.86 -4.28 6.61  0.017
71 H -5.43 -4.30 7.67  0.351
72 H -5.28 -4.69 5.94  0.085
73 H -6.83 -6.36 8.00  0.287
74 H -5.24 -6.78 7.33  0.275
75 H -6.22 -6.79 5.25  0.293
76 C 6.55 5.06 -5.97  -0.828
77 C 7.65 5.53 -5.05  -0.376
78 O 7.37 5.13 -3.71  -0.445
79 H 5.59 5.47 -5.66  0.130
80 H 6.75 5.36 -7.00  0.347
81 H 6.45 3.97 -5.93  0.323
82 H 7.73 6.62 -5.07  0.288
83 H 8.62 5.10 -5.34  0.339
84 H 7.31 4.16 -3.70  0.262
85 C 4.73 8.96 -2.98  -1.311
86 C 5.07 7.66 -3.68  0.111
87 O 3.89 7.10 -4.25  -0.476
88 H 3.99 8.79 -2.19  0.297
89 H 5.63 9.40 -2.53  0.355
90 H 4.30 9.68 -3.68  0.348
91 H 5.48 6.94 -2.97  0.251
92 H 5.80 7.82 -4.48  0.144
93 H 3.54 7.74 -4.88  0.265
94 C -1.53 -4.76 3.00  -0.895
95 C -0.74 -3.62 2.39  -0.116
96 O -1.44 -3.09 1.28  -0.272
97 H -1.70 -5.55 2.26  0.181
98 H -1.00 -5.19 3.86  0.342
99 H -2.52 -4.42 3.33  0.224
100 H 0.24 -3.97 2.05  0.085
101 H -0.58 -2.82 3.12  0.275
102 H -2.30 -2.77 1.60  0.141

2.
# C28H56IrP2Si

A structure of composition C28H56IrP2Si at a distorted geometry (wB97M-V/def2-TZVPD, the OMol25 dataset).

Properties
HOMO level (spin up / spin down): -11.3 / -14.0 eV
<S²>: 8.802
Frontier orbital gap (spin up / spin down): 5.402 / 5.768 eV
Multiplicity: 6
Total energy: -2176.1702 Eh
Total charge: +2
Energy above the lowest of the compared OMol25 structures with the same formula, charge and spin: 34.4 kcal per mole

Last column: Mulliken charge in e.
Positions of all 88 atoms, in Å:
1 Ir -0.36 -0.39 -0.25  0.795
2 C -2.58 1.75 -0.63  -1.032
3 C -3.41 0.92 -1.41  1.480
4 C -2.38 -0.48 0.16  1.422
5 C -1.99 0.96 0.44  1.478
6 C -3.29 -0.40 -0.99  -0.103
7 C -2.58 3.23 -0.67  -1.566
8 H -2.40 3.61 -1.68  0.407
9 H -1.79 3.65 -0.04  0.215
10 H -3.54 3.61 -0.32  0.501
11 C -2.18 1.55 1.80  -2.152
12 H -1.33 2.18 2.09  0.142
13 H -2.35 0.76 2.54  0.415
14 H -3.08 2.19 1.73  0.541
15 C -2.77 -1.40 1.27  -1.542
16 H -3.87 -1.38 1.32  0.496
17 H -2.35 -1.11 2.23  0.495
18 H -2.47 -2.44 1.07  0.048
19 C -4.11 -1.51 -1.46  -1.885
20 H -5.10 -1.12 -1.71  0.579
21 H -4.23 -2.33 -0.74  0.373
22 H -3.69 -1.94 -2.38  0.300
23 C -4.40 1.41 -2.40  -1.766
24 H -5.32 1.75 -1.89  0.363
25 H -4.66 0.61 -3.10  0.537
26 H -3.98 2.27 -2.96  0.389
27 C 1.81 0.38 -1.60  0.650
28 C 0.53 0.99 -1.34  0.743
29 C -0.19 1.60 -2.55  -0.175
30 C -0.71 0.54 -3.51  -1.442
31 C -0.63 -0.83 -2.89  -0.171
32 C 0.42 -1.67 -3.16  -0.758
33 C 1.71 -1.16 -3.72  -1.118
34 C 2.37 0.02 -2.94  -1.743
35 H 0.44 2.38 -3.05  0.875
36 H -0.13 0.59 -4.45  0.297
37 H -1.06 2.17 -2.16  -1.044
38 H 2.47 0.89 -3.62  0.429
39 H 2.38 -0.04 -0.77  0.331
40 H 0.46 1.89 -0.62  -0.616
41 H 3.42 -0.31 -2.77  0.376
42 H 2.45 -1.99 -3.77  0.469
43 H 0.27 -2.75 -3.21  0.900
44 H 1.53 -0.84 -4.76  0.426
45 H -1.75 0.78 -3.73  0.568
46 H -1.60 -1.24 -2.59  0.620
47 P 1.82 2.41 0.70  1.956
48 C 1.26 3.31 2.15  -1.453
49 H 2.17 3.62 2.68  0.553
50 H 0.63 2.72 2.83  0.171
51 H 0.69 4.15 1.77  0.555
52 C 3.37 1.48 0.79  -1.252
53 H 4.09 2.07 1.37  0.570
54 H 3.75 1.34 -0.23  0.596
55 H 3.23 0.48 1.23  -0.269
56 C 2.26 3.69 -0.49  -1.343
57 H 2.89 3.30 -1.29  0.355
58 H 2.81 4.40 0.12  0.516
59 H 1.35 4.13 -0.90  0.422
60 P 0.30 -2.61 -0.03  1.116
61 C -0.97 -3.55 -0.94  -1.445
62 H -0.50 -4.15 -1.74  0.546
63 H -1.70 -2.87 -1.40  0.242
64 H -1.49 -4.22 -0.25  0.532
65 C 1.88 -3.00 -0.83  -1.212
66 H 1.80 -2.89 -1.92  0.221
67 H 2.17 -4.05 -0.63  0.613
68 H 2.67 -2.33 -0.48  -0.034
69 C 0.41 -3.54 1.56  -0.911
70 H 0.69 -4.58 1.37  0.586
71 H -0.55 -3.56 2.10  0.400
72 H 1.17 -3.12 2.25  -0.049
73 C 3.28 -1.47 2.49  -1.190
74 Si 1.75 -0.56 3.15  0.337
75 C 1.12 -1.56 4.62  -1.359
76 C 2.44 1.00 3.98  -1.266
77 C 0.24 -0.31 1.90  -0.958
78 H 4.20 -0.86 2.61  0.510
79 H 3.23 -1.78 1.43  0.184
80 H 3.43 -2.37 3.11  0.433
81 H 1.95 -1.78 5.31  0.350
82 H 0.36 -1.00 5.19  0.353
83 H 0.67 -2.52 4.32  0.373
84 H 3.00 1.70 3.36  0.328
85 H 1.66 1.55 4.53  0.379
86 H 3.13 0.63 4.76  0.406
87 H -0.36 -1.18 2.25  0.531
88 H -0.27 0.53 2.38  0.061